The following is a quantum chemistry calculation of a structure of composition C31H28F11N7O9RuS3 in a non-equilibrium geometry, from the Open Molecules 2025 dataset.

```
90
Properties=species:S:1:pos:R:3:forces:R:3:lowdin_spin:R:1
Ru 0.9040 1.2147 -0.6075 0.23 0.15 0.34 3.531
C -2.1561 -1.5979 7.0347 -0.01 0.00 -0.09 0.000
C -1.8339 -0.9281 5.7258 -0.02 0.02 0.03 0.002
C -2.1518 0.4076 5.5045 0.06 -0.04 0.02 0.000
C -1.9144 1.0025 4.2732 0.03 0.04 -0.03 0.002
C -1.3419 0.2585 3.2554 -0.06 0.07 -0.31 0.001
C -1.0132 -1.0726 3.4603 0.02 0.01 -0.04 0.002
C -1.2578 -1.6601 4.6890 0.06 -0.02 -0.03 0.000
S -1.0614 1.0066 1.6517 0.33 0.16 1.00 0.014
O -1.0342 -0.0917 0.7056 0.05 -0.05 -0.19 0.040
O -2.0642 2.0371 1.5523 -0.06 -0.08 0.00 0.004
N 0.4336 1.5790 1.6654 -0.38 -0.19 -0.63 0.092
C 0.5332 2.8499 2.3637 -0.22 0.01 0.17 0.014
C 1.7587 3.6577 2.0377 -0.17 -0.21 -0.28 0.030
O 2.4676 4.1239 2.8962 0.06 0.06 0.05 0.013
O 3.1824 2.8960 0.3723 0.15 0.06 -0.33 0.037
H -2.4116 -0.8675 7.8014 0.00 -0.01 0.01 0.000
H -1.3188 -2.1994 7.3902 0.00 0.01 0.01 0.000
H -3.0094 -2.2671 6.9027 0.00 -0.01 0.08 0.000
H -2.5988 0.9885 6.3032 -0.02 -0.01 -0.01 0.000
H -2.1903 2.0311 4.0813 -0.03 -0.01 0.03 0.000
H -0.6003 -1.6333 2.6312 -0.02 -0.06 0.06 0.000
H -1.0079 -2.7041 4.8449 -0.02 -0.01 -0.01 0.000
H 0.5472 2.6934 3.4497 0.01 0.13 -0.02 0.004
H -0.3277 3.4936 2.1189 0.08 0.05 0.05 0.001
F 5.5177 2.9060 -1.8248 0.06 -0.15 0.00 0.001
C 5.7961 1.6008 -1.8892 -0.17 -0.06 -0.15 0.002
F 6.2403 1.2092 -0.6888 -0.05 0.01 -0.09 0.000
F 6.7732 1.4184 -2.7826 -0.09 0.07 0.14 0.001
S 4.2991 0.5980 -2.3594 0.62 0.03 -0.05 0.004
O 3.3754 0.7843 -1.2771 0.01 0.15 0.13 0.038
O 4.8355 -0.7118 -2.5620 -0.01 -0.02 -0.07 0.002
N 3.9098 1.2827 -3.7254 -0.26 -0.21 0.24 0.000
S 2.5145 1.9431 -4.0173 -0.04 0.44 -0.33 0.004
O 1.4796 1.7007 -3.0379 0.16 0.10 0.14 0.037
O 2.1551 1.7860 -5.3890 0.13 -0.02 -0.04 0.004
C 2.9401 3.7533 -3.8916 -0.02 -0.19 -0.07 0.001
F 3.2027 4.1005 -2.6296 -0.05 0.01 -0.09 0.002
F 1.9398 4.5174 -4.3421 0.02 -0.11 0.07 0.001
F 4.0210 4.0085 -4.6361 -0.09 0.01 0.10 0.000
C -5.0123 -3.6148 -2.7388 0.06 -0.04 0.01 0.000
C -3.9439 -4.1301 -1.8126 0.00 -0.05 0.02 0.000
C -3.3362 -3.2926 -0.8868 -0.11 0.02 0.01 0.000
C -2.3338 -3.7399 -0.0389 0.07 -0.08 0.04 0.000
C -1.9045 -5.0593 -0.1169 -0.02 0.23 -0.11 0.000
N -0.8885 -5.6101 0.6996 0.10 -0.12 -0.18 0.000
C -0.0104 -5.0295 1.5822 -0.03 -0.05 0.24 0.000
O 0.2934 -5.6003 2.6194 0.02 0.04 -0.10 0.000
N 0.5305 -3.7956 1.2968 -0.04 0.17 0.07 0.000
C 0.8106 -3.1268 0.0950 0.06 -0.08 -0.30 0.001
C 0.8158 -3.7133 -1.1672 0.00 0.09 0.13 0.003
C 1.1001 -2.9227 -2.2683 0.01 -0.05 0.01 0.001
C 1.3613 -1.5779 -2.0949 0.08 -0.13 0.02 0.007
N 1.3980 -1.0272 -0.8821 -0.45 0.04 -0.14 0.040
C 1.1552 -1.7826 0.1801 0.05 -0.06 0.08 0.010
C -2.5217 -5.9166 -1.0261 0.09 -0.03 -0.02 0.000
C -3.5266 -5.4577 -1.8587 0.00 0.04 0.03 0.000
H -5.2733 -2.5872 -2.4913 -0.01 0.00 -0.04 0.000
H -5.9125 -4.2299 -2.6829 -0.02 0.01 0.00 0.000
H -4.6629 -3.6318 -3.7734 -0.03 0.03 0.00 0.000
H -3.6494 -2.2599 -0.8175 0.04 -0.20 -0.02 0.000
H -1.9092 -3.0457 0.6742 0.07 -0.01 0.00 0.000
H -1.0262 -6.5811 0.9273 -0.01 -0.02 0.14 0.000
H 0.9504 -3.3834 2.1148 0.10 -0.12 0.06 0.000
H 0.6227 -4.7669 -1.2934 -0.12 -0.09 0.05 0.000
H 1.1086 -3.3522 -3.2601 -0.01 0.02 0.00 0.000
H 1.5509 -0.9233 -2.9337 -0.07 0.03 -0.01 0.001
H 1.2419 -1.2905 1.1438 -0.14 0.00 -0.02 0.001
H -2.2015 -6.9520 -1.0803 0.01 0.01 -0.02 0.000
H -3.9885 -6.1444 -2.5596 0.00 0.00 0.00 0.000
F -1.5266 1.9550 -1.1949 -0.21 -0.33 0.49 0.031
C -1.8739 1.1816 -2.3511 0.38 0.48 -0.75 0.003
F -0.8545 0.1842 -2.2991 -0.28 -0.20 0.17 0.025
C -3.1828 0.5072 -2.0342 -0.27 -0.16 -0.20 0.000
F -3.5447 -0.2706 -3.0980 0.09 0.18 0.35 0.000
F -4.1409 1.4495 -1.8788 0.15 -0.22 0.00 0.000
F -3.3049 -0.3191 -0.9505 0.15 0.48 -0.10 0.000
N -0.2830 4.1043 -2.1169 0.48 0.23 0.16 0.044
C 0.5853 4.4553 -1.1602 -0.21 -0.62 0.14 0.061
C 0.8915 5.8567 -1.0225 0.19 0.35 0.07 0.364
C 1.9865 6.2240 -0.2520 -0.08 0.16 -0.15 0.030
C 2.6782 5.2800 0.4451 0.08 -0.12 -0.08 0.322
C 2.1646 3.8799 0.5331 -0.06 0.14 0.54 0.044
N 1.1370 3.5336 -0.4027 0.01 -0.13 -0.41 0.100
H -0.7962 4.8005 -2.6226 0.04 -0.04 -0.07 0.000
H -0.4486 3.1269 -2.3117 -0.33 0.04 -0.10 0.001
H 0.3408 6.5810 -1.6054 -0.01 -0.02 0.00 0.019
H 2.3068 7.2581 -0.2330 0.00 0.00 -0.01 -0.007
H 3.5592 5.5262 1.0207 -0.05 0.01 0.05 0.016
H 3.9353 3.1151 0.9339 -0.05 0.00 0.11 0.001
```
Positions in Å, forces in eV/Å.

Properties
⟨S²⟩: 8.7831
Lowest unoccupied orbital energy (spin up / spin down) (eV): 2.31 / 0.52
Net charge: -1
Kohn-Sham gap (spin up / spin down) (eV): 6.95 / 5.15
Calculated total energy (eV): -126438.590
HOMO (spin up / spin down) (eV): -4.64 / -4.63
Molecular weight (g mol⁻¹): 1048.854
Spin multiplicity: 6
ΔE to the lowest compared entry with this formula, charge and spin (kJ/mol): 261.6